1.
Formula: C45H61CeN5P2S3Si
Source: OMol25
Level of theory: ωB97M-V/def2-TZVPD

Values from the calculation:
2S+1 = 2
Max |F| = 4.09 eV/A
<S²> = 0.75
HOMO = -0.80 eV
LUMO = 1.1199 eV
Gap between HOMO and LUMO = 1.92 eV
Charge = -1
Total energy = -126992.8981 eV

The geometry in XYZ format:
```
118
Properties=species:S:1:pos:R:3:forces:R:3
Ce -9.307 13.286 17.154 1.82 -0.10 -1.11
C -7.324 14.028 20.219 0.91 1.33 -1.71
C -8.583 14.975 20.147 0.19 0.40 0.80
N -9.245 15.314 18.860 -0.90 0.42 1.04
C -8.775 16.578 18.275 0.08 -0.03 -1.26
C -7.249 16.597 17.957 -1.55 0.71 -0.27
S -6.792 15.082 17.071 -0.14 0.42 -0.73
C -5.436 14.357 17.962 1.45 -0.19 0.06
C -5.689 12.992 18.643 -0.21 0.41 0.46
N -7.122 13.025 19.094 0.01 -1.10 1.41
H -7.338 13.564 21.194 0.02 -0.23 0.21
H -6.455 14.725 20.185 -0.36 -0.73 0.19
H -8.414 15.950 20.720 0.31 -1.21 -0.59
H -9.290 14.454 20.760 -0.91 -0.21 0.11
H -10.248 15.491 19.140 1.27 -0.38 -0.60
H -8.995 17.422 18.918 -0.01 0.29 0.39
H -9.350 16.764 17.335 0.40 -0.34 0.57
H -6.764 16.843 18.910 0.59 -0.46 -0.46
H -7.130 17.431 17.224 0.25 -0.50 0.79
H -5.079 15.114 18.667 -0.10 -0.19 0.04
H -4.622 14.269 17.233 -0.07 -0.14 0.14
H -4.933 12.873 19.471 -0.87 0.30 -0.32
H -5.437 12.119 18.000 -0.92 0.64 0.02
H -7.370 12.051 19.413 0.21 1.35 -0.37
S -8.687 10.530 17.610 0.69 -0.23 -0.97
P -8.129 10.671 15.592 -1.45 2.34 -0.85
C -8.506 12.303 15.077 1.12 -1.41 0.68
P -8.884 13.273 13.741 -0.30 -0.77 2.17
S -9.695 14.948 14.594 -0.14 -0.09 -0.13
C -7.579 13.797 12.620 0.41 0.75 -0.05
C -7.877 14.388 11.371 1.15 -1.39 0.15
C -6.808 14.575 10.506 0.54 -0.26 0.92
C -5.480 14.160 10.792 -0.45 0.71 -0.49
C -5.203 13.670 12.031 -1.43 0.28 2.54
C -6.258 13.645 13.022 1.03 -0.27 -0.52
C -9.965 12.394 12.589 0.17 -0.25 -1.43
C -11.325 12.644 12.647 -0.93 1.79 1.15
C -12.154 12.437 11.539 0.98 -0.99 0.35
C -11.688 11.557 10.560 -0.21 0.51 0.28
C -10.336 11.187 10.525 -0.75 -0.58 -0.35
C -9.463 11.674 11.475 0.17 0.75 0.32
C -9.099 9.429 14.736 -1.01 -1.20 0.76
C -8.515 8.168 14.436 -0.11 2.44 0.09
C -9.359 7.133 14.212 -0.42 -2.84 -0.14
C -10.757 7.278 14.214 1.32 1.43 -0.03
C -11.323 8.537 14.439 -0.65 -0.59 -0.87
C -10.525 9.586 14.802 2.94 0.89 1.00
C -6.423 10.169 15.272 0.06 0.63 -0.17
C -5.760 9.378 16.183 -0.24 0.36 -0.11
C -4.441 9.103 15.992 2.35 -0.23 -0.47
C -3.679 9.719 14.964 0.19 -0.24 0.23
C -4.382 10.484 14.032 0.38 0.80 -0.70
C -5.751 10.669 14.148 -1.13 -0.47 0.39
H -8.910 14.519 11.057 0.23 0.30 0.08
H -6.981 15.101 9.624 -0.27 0.58 -1.60
H -4.633 14.353 10.114 -0.77 -0.25 0.03
H -4.220 13.384 12.368 0.29 0.12 -0.17
H -6.041 13.523 14.114 -0.18 -0.49 -1.20
H -11.685 13.184 13.583 0.30 -0.48 -1.52
H -13.095 12.942 11.386 -0.37 -0.32 0.53
H -12.463 11.213 9.883 0.56 -0.05 -0.53
H -9.967 10.535 9.726 -0.14 0.30 0.28
H -8.396 11.606 11.248 -0.24 -0.19 0.50
H -7.430 8.080 14.400 -0.32 -0.21 0.06
H -8.887 6.110 14.104 -0.83 1.18 -0.07
H -11.378 6.444 14.048 -0.65 -0.86 -0.29
H -12.373 8.712 14.226 -0.07 -0.27 0.74
H -10.806 10.500 15.378 -0.54 -0.64 -1.20
H -6.275 9.039 17.055 -0.29 -0.38 0.41
H -3.946 8.401 16.656 0.06 0.22 0.09
H -2.547 9.613 14.900 -1.76 -0.01 0.10
H -3.905 11.060 13.212 0.02 -0.79 0.55
H -6.387 11.154 13.391 0.78 0.06 0.37
N -11.494 12.854 17.458 -3.61 -1.91 0.10
C -12.414 12.070 17.495 1.04 1.11 0.85
N -13.425 11.329 17.739 1.33 1.13 -0.14
C -13.643 10.250 17.017 -0.84 -1.26 -1.24
N -13.960 9.342 16.360 0.42 0.71 0.69
C -12.886 5.294 22.365 -0.58 -1.77 0.58
C -14.038 6.261 22.467 -0.47 2.04 0.90
C -15.328 5.656 23.217 0.23 0.52 -1.21
C -14.380 6.849 21.117 -0.49 -0.07 -0.36
Si -13.511 7.855 23.629 -0.28 -0.48 3.10
C -14.735 9.444 23.475 -0.43 -2.43 -0.93
C -14.574 10.152 24.822 -0.35 1.17 -1.19
C -14.422 10.228 22.220 -0.90 0.93 -0.64
C -16.233 8.911 23.435 1.00 1.61 1.69
C -11.579 8.529 23.503 -0.20 -1.01 -1.62
C -11.250 9.885 24.132 -0.84 -0.80 -0.13
C -11.156 8.533 21.981 0.89 -0.05 1.11
C -10.865 7.375 24.244 0.53 0.18 0.31
H -12.825 4.795 23.350 0.47 0.15 -0.35
H -11.913 5.646 22.069 0.29 0.82 0.20
H -13.014 4.475 21.626 -0.64 0.11 0.13
H -15.282 4.575 23.241 0.02 -0.51 -0.31
H -16.262 5.958 22.693 0.58 -0.26 -0.01
H -15.522 5.933 24.255 0.73 0.44 0.00
H -13.459 7.225 20.656 -0.21 -0.19 -0.23
H -15.053 7.726 21.204 0.15 -0.64 -0.20
H -14.837 6.068 20.480 0.04 0.37 -0.29
H -13.721 10.845 24.836 -0.22 -0.07 -0.06
H -14.378 9.385 25.533 -0.05 -0.49 0.98
H -15.507 10.716 25.056 0.48 -0.14 0.07
H -13.584 9.952 21.576 0.61 0.12 0.74
H -14.409 11.278 22.517 0.39 0.42 -0.52
H -15.209 10.139 21.462 -0.46 0.10 0.27
H -16.381 8.352 24.386 -0.17 -0.09 -0.86
H -16.523 8.406 22.545 0.05 -0.91 -0.56
H -16.922 9.783 23.478 0.27 -0.09 0.11
H -11.635 10.656 23.495 -0.65 0.70 -0.25
H -10.195 10.103 24.175 0.81 -0.30 0.23
H -11.696 9.963 25.127 0.16 0.09 0.01
H -11.341 9.519 21.556 -0.13 0.01 -0.21
H -11.645 7.767 21.362 0.18 0.26 0.30
H -10.058 8.357 21.936 -0.27 0.11 -0.29
H -11.422 7.154 25.155 -0.27 -0.41 -0.23
H -9.842 7.534 24.647 0.01 0.61 -0.65
H -10.783 6.498 23.592 -0.26 -0.01 0.37
```
Forces are in eV/Å.



2.
Formula: C45H61Cl3CsGeI2N3O3PSi
Source: OMol25
Level of theory: ωB97M-V/def2-TZVPD

Values from the calculation:
2S+1 = 2
Max |F| = 2.96 eV/A
<S²> = 0.75
HOMO (alpha / beta) = -2.74 / -2.92 eV
LUMO (alpha / beta) = 3.1493 / 3.1492 eV
Gap between HOMO and LUMO (alpha / beta) = 5.89 / 6.07 eV
Charge = -2
Total energy = -186272.1622 eV

The geometry in XYZ format:
```
121
Properties=species:S:1:pos:R:3:forces:R:3
Cs 0.275 0.225 -0.567 -1.02 -0.96 1.20
I 7.667 3.325 -1.167 -0.39 -0.18 0.06
C 5.857 2.288 -0.742 0.69 0.38 -0.26
C 5.323 1.439 -1.691 0.21 0.08 -0.15
C 4.180 0.750 -1.368 -0.26 -0.52 -0.46
I 3.345 -0.616 -2.757 0.23 0.25 0.15
C 3.530 0.818 -0.109 0.56 0.08 -0.01
O 2.514 0.113 0.156 2.67 -0.18 1.25
C 4.133 1.720 0.824 -0.16 0.04 0.18
C 3.588 1.789 2.235 0.07 -0.15 -0.02
N 2.175 2.035 2.409 -0.21 -0.09 0.05
C 1.685 3.273 1.835 -0.07 -0.01 -0.03
C 0.255 3.459 2.272 0.24 0.41 0.20
C -0.108 4.424 3.206 0.01 -0.04 -0.01
C -1.421 4.469 3.648 -0.04 -0.07 -0.12
C -2.326 3.557 3.138 0.25 0.05 0.03
C -1.873 2.658 2.184 -0.37 0.02 0.19
N -0.625 2.608 1.758 0.46 -0.19 -0.28
C 5.264 2.433 0.498 0.01 0.08 0.07
H 5.799 1.301 -2.650 0.00 0.02 -0.06
H 4.132 2.568 2.785 0.06 -0.11 -0.02
H 3.792 0.828 2.720 0.05 0.07 0.05
H 1.647 1.249 2.040 0.05 0.13 0.07
H 1.733 3.293 0.729 0.06 0.04 0.10
H 2.309 4.092 2.214 -0.08 -0.04 -0.09
H 0.631 5.111 3.598 0.05 -0.04 -0.01
H -1.728 5.195 4.389 0.01 0.00 0.05
H -3.348 3.519 3.483 -0.05 -0.05 -0.02
H -2.543 1.937 1.742 -0.15 -0.12 -0.02
H 5.699 3.094 1.236 0.05 0.05 0.07
O -2.656 -0.632 1.087 -0.09 -0.17 0.05
H -3.501 -0.373 1.477 0.03 -0.07 0.10
H -2.576 -0.075 0.288 0.02 0.14 -0.50
C -2.454 -2.391 -2.811 0.24 0.22 -0.12
C -1.460 -1.613 -3.668 -0.20 -0.24 -0.34
O -0.615 -0.800 -2.906 -0.14 -0.26 -0.35
H -3.148 -2.948 -3.436 -0.13 -0.10 -0.09
H -3.003 -1.689 -2.189 -0.14 0.04 0.14
H -1.933 -3.087 -2.160 0.07 -0.10 0.11
H -2.019 -1.003 -4.399 0.06 -0.08 -0.01
H -0.820 -2.304 -4.229 -0.08 0.06 -0.05
H -1.223 -0.196 -2.384 -0.44 -0.02 -0.21
Cl -4.493 0.454 3.513 0.12 -0.01 0.07
Ge -2.261 -0.104 4.096 -0.05 0.10 0.55
Cl -2.806 -1.800 5.640 -0.01 0.14 -0.12
Cl -2.017 1.590 5.717 -0.07 -0.26 -0.01
N -2.166 0.774 -1.312 -1.54 0.07 -0.33
P -2.189 2.143 -1.955 -0.32 1.47 -0.74
C -2.415 3.668 -0.933 -0.01 -0.50 0.04
C -1.580 4.773 -0.848 0.05 -0.14 -0.26
C -1.892 5.817 0.006 0.02 0.25 0.04
C -3.047 5.781 0.766 -0.04 0.12 -0.04
C -3.897 4.691 0.671 -0.18 0.09 -0.12
C -3.573 3.641 -0.165 -0.16 0.05 -0.07
C -3.553 2.503 -3.159 0.02 -0.28 0.20
C -4.378 1.427 -3.444 0.15 -0.09 0.01
C -5.460 1.572 -4.293 -0.21 0.03 -0.15
C -5.727 2.811 -4.852 -0.13 -0.04 -0.11
C -4.911 3.894 -4.566 -0.03 0.21 -0.10
C -3.830 3.745 -3.717 0.15 -0.09 0.01
C -0.714 2.559 -2.967 -0.12 -0.36 0.10
C -0.707 2.406 -4.348 -0.21 0.13 0.06
C 0.476 2.489 -5.059 0.10 0.03 -0.17
C 1.672 2.711 -4.397 0.01 0.01 -0.05
C 1.681 2.841 -3.016 0.31 0.12 0.01
C 0.499 2.746 -2.308 -0.05 0.39 -0.14
H -0.697 4.840 -1.468 0.08 -0.03 0.03
H -1.232 6.673 0.062 0.05 0.03 0.05
H -3.283 6.606 1.424 -0.02 0.02 0.08
H -4.807 4.655 1.252 -0.07 -0.02 0.11
H -4.215 2.772 -0.236 -0.09 -0.04 0.09
H -4.136 0.482 -2.974 -0.03 -0.11 0.05
H -6.099 0.729 -4.521 -0.03 -0.06 0.02
H -6.575 2.937 -5.514 -0.04 0.00 -0.03
H -5.125 4.859 -5.009 0.00 0.04 0.01
H -3.189 4.587 -3.489 0.02 0.10 0.03
H -1.642 2.224 -4.865 0.03 -0.01 -0.04
H 0.464 2.377 -6.136 0.02 -0.03 -0.02
H 2.597 2.765 -4.956 0.05 0.01 0.03
H 2.617 3.012 -2.496 0.01 -0.08 0.03
H 0.501 2.816 -1.226 0.10 0.30 -0.04
C 1.117 -4.362 -1.563 0.10 0.11 0.23
C 0.774 -4.982 -0.205 0.07 0.09 0.19
C -0.726 -5.274 -0.220 0.12 0.13 0.19
C 1.508 -6.319 -0.076 0.06 0.25 0.16
Si 1.219 -3.696 1.238 0.07 -0.37 0.16
C 3.159 -3.586 1.564 -0.11 -0.12 0.03
C 3.482 -2.242 2.219 -0.22 0.02 -0.02
C 3.673 -4.712 2.466 -0.30 0.04 -0.08
C 3.949 -3.616 0.255 -0.27 -0.05 0.00
C 0.172 -3.966 2.888 0.16 -0.13 -0.25
C 0.676 -3.051 4.004 0.16 -0.01 -0.16
C -1.297 -3.600 2.657 0.09 0.02 -0.17
C 0.225 -5.411 3.396 0.16 0.08 -0.23
H 0.811 -5.034 -2.369 -0.08 -0.10 -0.08
H 2.182 -4.185 -1.665 0.17 0.10 -0.08
H 0.605 -3.412 -1.693 -0.07 0.18 -0.13
H -0.988 -5.839 -1.117 0.01 -0.05 -0.16
H -1.293 -4.348 -0.221 -0.25 0.09 -0.01
H -1.025 -5.870 0.637 -0.12 -0.02 0.15
H 1.192 -6.997 -0.871 -0.08 -0.10 -0.14
H 1.297 -6.795 0.878 -0.01 -0.15 0.15
H 2.583 -6.189 -0.161 0.19 -0.06 0.01
H 3.006 -2.131 3.185 -0.05 0.05 0.21
H 3.144 -1.432 1.581 0.00 0.22 -0.06
H 4.560 -2.140 2.359 0.18 -0.05 0.01
H 3.229 -4.648 3.456 -0.02 -0.07 0.16
H 4.757 -4.634 2.580 0.15 0.05 0.00
H 3.448 -5.691 2.050 0.00 -0.21 0.00
H 3.611 -2.821 -0.404 0.03 0.12 -0.22
H 3.859 -4.569 -0.260 0.00 -0.09 -0.13
H 5.010 -3.453 0.458 0.12 0.05 0.09
H 0.673 -2.012 3.683 0.04 0.19 0.05
H 1.678 -3.319 4.329 0.16 0.03 0.05
H 0.016 -3.129 4.868 -0.14 0.00 0.07
H -1.396 -2.618 2.200 -0.14 0.15 -0.08
H -1.821 -3.574 3.613 -0.03 0.02 0.11
H -1.799 -4.325 2.026 -0.11 -0.06 -0.15
H 1.241 -5.727 3.619 0.15 -0.10 0.07
H -0.192 -6.102 2.667 -0.07 -0.15 -0.08
H -0.365 -5.494 4.309 -0.11 -0.01 0.15
```
Forces are in eV/Å.